This record from OMol25 describes a cluster of 5 separate species, C21H42O20S2 in total. The level of theory is ωB97M-V/def2-TZVPD.

## Properties
- molar mass (g mol⁻¹) = 678.7
- electronic energy (Eh) = -3126.521951
- SMILES = COCC(=O)O[C@@H](CCCCS(=O)(=O)O)S(C)(=O)=O.COC(=O)OC.COC(=O)OC.COC(=O)OC.COC(=O)OC
- LUMO energy (eV) = 0.306
- highest occupied orbital energy (hartree) = -0.3650
- frontier orbital gap (eV) = 10.24

Each atom is followed by the atoms it is bonded to, with distances in Å.
Atoms and positions in Å:
1 C 2.7235 4.1564 -0.5296  O2 1.411, H20 1.087, H21 1.089, H22 1.088
2 O 2.8109 3.0583 0.3520  C1 1.411, C3 1.402
3 C 2.3402 1.8495 -0.1788  O2 1.402, C4 1.522, H23 1.089, H24 1.086
4 C 0.8550 1.7052 0.1203  C3 1.522, O5 1.211, O6 1.394
5 O 0.0638 2.5976 -0.0907  C4 1.211
6 O 0.4925 0.4950 0.7102  C4 1.394, C7 1.407
7 C -0.3350 -0.3429 -0.0593  O6 1.407, C8 1.535, S16 1.816, H25 1.088
8 C -1.7508 0.1788 -0.3397  C7 1.535, C9 1.522, H26 1.088, H27 1.088
9 C -2.3580 0.9321 0.8346  C8 1.522, C10 1.536, H28 1.091, H29 1.083
10 C -3.7048 1.5530 0.4357  C9 1.536, C11 1.528, H30 1.086, H31 1.085
11 C -3.5427 2.8208 -0.4008  C10 1.528, S12 1.785, H32 1.086, H33 1.088
12 S -3.6523 2.5114 -2.1559  C11 1.785, O13 1.437, O14 1.439, O15 1.587
13 O -2.3880 2.7949 -2.7777  S12 1.437
14 O -4.1666 1.1929 -2.4139  S12 1.439
15 O -4.7277 3.5801 -2.6252  S12 1.587, H34 0.966
16 S 0.4983 -0.8120 -1.6028  C7 1.816, C17 1.772, O18 1.441, O19 1.442
17 C -0.6290 -1.9188 -2.4053  S16 1.772, H35 1.084, H36 1.085, H37 1.085
18 O 0.6673 0.3360 -2.4564  S16 1.441
19 O 1.6996 -1.5523 -1.3075  S16 1.442
20 H 3.5333 4.8604 -0.3547  C1 1.087
21 H 2.7787 3.8709 -1.5792  C1 1.089
22 H 1.7958 4.7023 -0.3698  C1 1.088
23 H 2.4512 1.7883 -1.2605  C3 1.089
24 H 2.9027 1.0473 0.2889  C3 1.086
25 H -0.4344 -1.2720 0.4984  C7 1.088
26 H -1.7431 0.7615 -1.2585  C8 1.088
27 H -2.3747 -0.6925 -0.5261  C8 1.088
28 H -2.5755 0.2168 1.6288  C9 1.091
29 H -1.6831 1.6719 1.2459  C9 1.083
30 H -4.2161 1.8292 1.3532  C10 1.086
31 H -4.2720 0.7981 -0.0985  C10 1.085
32 H -2.5862 3.3135 -0.2552  C11 1.086
33 H -4.3115 3.5498 -0.1527  C11 1.088
34 H -4.6199 3.7118 -3.5763  O15 0.966
35 H -0.6226 -2.8936 -1.9312  C17 1.084
36 H -1.6342 -1.5106 -2.4257  C17 1.085
37 H -0.2906 -1.9861 -3.4338  C17 1.085
38 C -9.3586 0.8712 2.1847  O39 1.428, H44 1.086, H45 1.088, H46 1.088
39 O -9.1887 1.9529 1.2674  C38 1.428, C40 1.332
40 C -8.3876 1.6769 0.2394  O39 1.332, O41 1.202, O42 1.329
41 O -7.8244 0.6324 0.0476  C40 1.202
42 O -8.3139 2.7582 -0.5301  C40 1.329, C43 1.432
43 C -7.4844 2.6019 -1.6873  O42 1.432, H47 1.089, H48 1.081, H49 1.085
44 H -10.0262 1.2314 2.9615  C38 1.086
45 H -9.8082 0.0134 1.6887  C38 1.088
46 H -8.4054 0.5889 2.6275  C38 1.088
47 H -7.8749 1.8188 -2.3349  C43 1.089
48 H -6.4702 2.3690 -1.3960  C43 1.081
49 H -7.5028 3.5497 -2.2147  C43 1.085
50 C 0.8762 11.1587 -0.2548  O51 1.429, H56 1.086, H57 1.088, H58 1.088
51 O 1.3732 9.9200 0.2547  C50 1.429, C52 1.331
52 C 0.4590 8.9559 0.3331  O51 1.331, O53 1.202, O54 1.331
53 O -0.6971 9.0536 0.0203  C52 1.202
54 O 1.0475 7.8653 0.8182  C52 1.331, C55 1.428
55 C 0.1758 6.7422 0.9547  O54 1.428, H59 1.089, H60 1.088, H61 1.086
56 H 1.7176 11.8448 -0.2639  C50 1.086
57 H 0.4986 11.0337 -1.2676  C50 1.088
58 H 0.0932 11.5529 0.3898  C50 1.088
59 H -0.2263 6.4484 -0.0134  C55 1.089
60 H -0.6345 6.9655 1.6462  C55 1.088
61 H 0.7710 5.9267 1.3547  C55 1.086
62 C 3.4362 -3.2012 0.2631  O63 1.437, H68 1.086, H69 1.084, H70 1.086
63 O 3.9855 -4.3653 0.9012  C62 1.437, C64 1.326
64 C 3.1447 -5.3874 0.9851  O63 1.326, O65 1.202, O66 1.335
65 O 2.0090 -5.4117 0.5913  C64 1.202
66 O 3.7797 -6.3950 1.5881  C64 1.335, C67 1.428
67 C 2.9932 -7.5763 1.7480  O66 1.428, H71 1.088, H72 1.088, H73 1.086
68 H 4.2185 -2.4484 0.2640  C62 1.086
69 H 3.1517 -3.4218 -0.7590  C62 1.084
70 H 2.5792 -2.8307 0.8172  C62 1.086
71 H 2.6857 -7.9672 0.7804  C67 1.088
72 H 2.1209 -7.3768 2.3673  C67 1.088
73 H 3.6298 -8.3033 2.2445  C67 1.086
74 C 8.2077 -11.2308 -0.2441  O75 1.428, H80 1.086, H81 1.088, H82 1.088
75 O 7.5796 -9.9495 -0.2996  C74 1.428, C76 1.333
76 C 7.5374 -9.3113 0.8698  O75 1.333, O77 1.202, O78 1.329
77 O 7.9699 -9.7261 1.9117  C76 1.202
78 O 6.9333 -8.1427 0.6820  C76 1.329, C79 1.431
79 C 6.8166 -7.3417 1.8619  O78 1.431, H83 1.088, H84 1.088, H85 1.084
80 H 8.1726 -11.6324 -1.2524  C74 1.086
81 H 9.2443 -11.1376 0.0735  C74 1.088
82 H 7.6694 -11.8944 0.4298  C74 1.088
83 H 7.8003 -7.0979 2.2587  C79 1.088
84 H 6.2245 -7.8560 2.6162  C79 1.088
85 H 6.3073 -6.4298 1.5729  C79 1.084



This record from OMol25 describes a cluster of 4 separate species, C21H26B3F24NO7 in total. The level of theory is ωB97M-V/def2-TZVPD.

## Properties
- molar mass (g mol⁻¹) = 892.8
- electronic energy (Eh) = -3868.875531
- SMILES = FC(F)C(F)(F)COC(F)(F)C(F)F.FC(F)C(F)(F)COC(F)(F)C(F)F.FC(F)C(F)(F)COC(F)(F)C(F)F.CCN(CCB1OBOBO1)C(C)=O
- LUMO energy (eV) = 0.396
- highest occupied orbital energy (hartree) = -0.3421
- frontier orbital gap (eV) = 9.70

Each atom is followed by the atoms it is bonded to, with distances in Å.
Atoms and positions in Å:
1 F 1.1295 0.3635 -2.9882  C2 1.349
2 C 2.1318 -0.0858 -2.2054  F1 1.349, F3 1.348, C4 1.530, H15 1.093
3 F 2.3269 -1.3948 -2.4622  C2 1.348
4 C 1.7654 0.0702 -0.7280  C2 1.530, F5 1.348, F6 1.372, C7 1.535
5 F 0.7090 -0.7115 -0.4262  C4 1.348
6 F 2.8503 -0.4161 -0.0427  C4 1.372
7 C 1.5397 1.4873 -0.1842  C4 1.535, O8 1.412, H16 1.090, H17 1.090
8 O 0.1922 1.8868 -0.0448  C7 1.412, C9 1.360
9 C -0.4998 2.5142 -1.0335  O8 1.360, F10 1.343, F11 1.355, C12 1.536
10 F 0.2637 2.7948 -2.1020  C9 1.343
11 F -0.9521 3.6919 -0.5388  C9 1.355
12 C -1.7478 1.7114 -1.4313  C9 1.536, F13 1.346, F14 1.354, H18 1.092
13 F -1.3975 0.4967 -1.8942  C12 1.346
14 F -2.3925 2.3725 -2.4214  C12 1.354
15 H 3.0510 0.4598 -2.4341  C2 1.093
16 H 1.9132 1.4503 0.8388  C7 1.090
17 H 2.1401 2.2183 -0.7261  C7 1.090
18 H -2.4129 1.5997 -0.5730  C12 1.092
19 F 8.7367 -3.0198 -2.0649  C20 1.348
20 C 9.6238 -3.2354 -1.0733  F19 1.348, F21 1.350, C22 1.533, H33 1.093
21 F 10.0029 -4.5301 -1.1155  C20 1.350
22 C 8.9852 -2.9549 0.2923  C20 1.533, F23 1.345, F24 1.368, C25 1.534
23 F 7.9884 -3.8295 0.5197  C22 1.345
24 F 9.9817 -3.2015 1.1970  C22 1.368
25 C 8.5181 -1.5219 0.5775  C22 1.534, O26 1.413, H34 1.089, H35 1.090
26 O 7.1374 -1.2696 0.4158  C25 1.413, C27 1.360
27 C 6.6038 -0.8473 -0.7615  O26 1.360, F28 1.343, F29 1.360, C30 1.536
28 F 7.5374 -0.6036 -1.6961  C27 1.343
29 F 5.9612 0.3277 -0.5248  C27 1.360
30 C 5.5288 -1.8147 -1.2781  C27 1.536, F31 1.344, F32 1.353, H36 1.091
31 F 6.0577 -3.0290 -1.5079  C30 1.344
32 F 5.0444 -1.3268 -2.4438  C30 1.353
33 H 10.5021 -2.6028 -1.2251  C20 1.093
34 H 8.6957 -1.3845 1.6427  C25 1.089
35 H 9.1328 -0.7971 0.0434  C25 1.090
36 H 4.7179 -1.8944 -0.5523  C30 1.091
37 F -6.6657 0.0647 -4.1401  C38 1.347
38 C -6.0763 0.7009 -3.1091  F37 1.347, F39 1.352, C40 1.533, H51 1.093
39 F -6.7665 0.4147 -1.9830  C38 1.352
40 C -6.0963 2.2186 -3.3246  C38 1.533, F41 1.346, F42 1.368, C43 1.534
41 F -7.3654 2.6666 -3.3307  C40 1.346
42 F -5.4707 2.7297 -2.2206  C40 1.368
43 C -5.3191 2.7739 -4.5250  C40 1.534, O44 1.413, H52 1.089, H53 1.090
44 O -6.0793 3.0874 -5.6742  C43 1.413, C45 1.361
45 C -6.3031 2.1870 -6.6705  O44 1.361, F46 1.343, F47 1.356, C48 1.537
46 F -5.6481 1.0300 -6.4775  C45 1.343
47 F -5.8370 2.7251 -7.8247  C45 1.356
48 C -7.8056 1.9487 -6.8883  C45 1.537, F49 1.346, F50 1.351, H54 1.091
49 F -8.3670 1.4579 -5.7678  C48 1.346
50 F -7.9617 1.0434 -7.8788  C48 1.351
51 H -5.0494 0.3432 -2.9971  C38 1.093
52 H -4.9378 3.7338 -4.1809  C43 1.089
53 H -4.4604 2.1442 -4.7582  C43 1.090
54 H -8.2942 2.8841 -7.1654  C48 1.091
55 C -1.1401 -2.4730 5.5750  C56 1.537, H69 1.090, H70 1.090, H71 1.090
56 C -0.2916 -1.2107 5.7995  C55 1.537, N57 1.478, H72 1.093, H73 1.090
57 N -0.2071 -0.3413 4.6070  C56 1.478, C58 1.467, C66 1.434
58 C -0.8661 0.9646 4.7194  N57 1.467, C59 1.538, H74 1.091, H75 1.090
59 C -1.6695 1.2846 3.4479  C58 1.538, B60 1.559, H76 1.096, H77 1.093
60 B -3.0478 0.5569 3.4224  C59 1.559, O61 1.389, O65 1.390
61 O -3.9043 0.5990 4.5156  B60 1.389, B62 1.380
62 B -4.4015 -0.6304 4.8959  O61 1.380, O63 1.377, H78 1.187
63 O -4.5973 -1.5902 3.9282  B62 1.377, B64 1.386
64 B -4.3531 -1.2411 2.6095  O63 1.386, O65 1.374, H79 1.185
65 O -3.4639 -0.2259 2.3516  B60 1.390, B64 1.374
66 C 1.1404 -0.2396 4.1276  N57 1.434, C67 1.503, O68 1.200
67 C 1.5157 -1.3357 3.1700  C66 1.503, H80 1.092, H81 1.092, H82 1.086
68 O 1.8803 0.6525 4.4382  C66 1.200
69 H -1.6230 -2.4137 4.5991  C55 1.090
70 H -1.9189 -2.5799 6.3301  C55 1.090
71 H -0.5272 -3.3739 5.5836  C55 1.090
72 H 0.7209 -1.5034 6.0899  C56 1.093
73 H -0.6861 -0.6237 6.6290  C56 1.090
74 H -0.1395 1.7586 4.9004  C58 1.091
75 H -1.5318 0.9378 5.5826  C58 1.090
76 H -1.8158 2.3700 3.3956  C59 1.096
77 H -1.0863 1.0130 2.5640  C59 1.093
78 H -4.6306 -0.8588 6.0380  B62 1.187
79 H -4.9271 -1.8067 1.7400  B64 1.185
80 H 1.3393 -2.3088 3.6338  C67 1.092
81 H 0.8225 -1.2727 2.3291  C67 1.092
82 H 2.5472 -1.2355 2.8455  C67 1.086



This record from OMol25 describes the ion C6H10NO with charge +1. The level of theory is ωB97M-V/def2-TZVPD.

## Properties
- molar mass (g mol⁻¹) = 112.2
- relative energy (zero: lowest compared OMol25 entry of this formula, charge and spin) (eV) = 2.0743
- electronic energy (Eh) = -364.271013
- SMILES = C[N+](C)=C/C=C\C=O
- LUMO energy (eV) = -5.657
- highest occupied orbital energy (hartree) = -0.5329
- frontier orbital gap (eV) = 8.84
- total charge = +1

Each atom is followed by the atoms it is bonded to, with distances in Å.
Atoms and positions in Å:
1 C 1.6885 -0.6881 0.8797  N2 1.398, H9 1.082, H10 1.141, H11 1.157
2 N 1.1166 0.2833 0.0532  C1 1.398, C3 1.427, C4 1.288
3 C 1.8266 1.4343 -0.4013  N2 1.427, H12 1.168, H13 1.019, H14 1.044
4 C -0.0720 0.1323 -0.4193  N2 1.288, C5 1.432, H15 1.033
5 C -0.8808 -1.0497 -0.3992  C4 1.432, C6 1.348, H16 1.111
6 C -2.2181 -1.0191 -0.2286  C5 1.348, C7 1.464, H17 1.066
7 C -2.9006 0.2275 0.1245  C6 1.464, O8 1.202, H18 1.026
8 O -2.3500 1.1678 0.6308  C7 1.202
9 H 1.7990 -1.5068 0.1815  C1 1.082
10 H 2.6773 -0.4752 1.4075  C1 1.141
11 H 0.9442 -1.1752 1.6192  C1 1.157
12 H 2.2919 1.4126 -1.4721  C3 1.168
13 H 1.1908 2.2228 -0.2915  C3 1.019
14 H 2.5983 1.5937 0.2829  C3 1.044
15 H -0.6352 0.9830 -0.5805  C4 1.033
16 H -0.4142 -1.9859 -0.7725  C5 1.111
17 H -2.7900 -1.8961 -0.4286  C6 1.066
18 H -3.8723 0.3387 -0.1858  C7 1.026



This record from OMol25 describes a cluster of 2 separate species, C3H8O2 in total. The level of theory is ωB97M-V/def2-TZVPD.

## Properties
- molar mass (g mol⁻¹) = 76.1
- relative energy (zero: lowest compared OMol25 entry of this formula, charge and spin) (eV) = 1.7667
- electronic energy (Eh) = -269.529963
- SMILES = C/C=C/O.O
- LUMO energy (eV) = 0.799
- highest occupied orbital energy (hartree) = -0.3144
- frontier orbital gap (eV) = 9.35

Each atom is followed by the atoms it is bonded to, with distances in Å.
Atoms and positions in Å:
1 C -2.1722 0.2361 0.5974  C2 1.492, H5 1.092, H6 1.091, H7 1.102
2 C -0.7111 0.2986 0.8945  C1 1.492, C3 1.319, H8 1.090
3 C 0.2921 -0.4232 0.4349  C2 1.319, O4 1.390, H9 1.085
4 O 1.5264 -0.4278 1.0751  C3 1.390, H10 0.967
5 H -2.7156 1.1769 0.7073  C1 1.092
6 H -2.3743 -0.1575 -0.3996  C1 1.091
7 H -2.7564 -0.4841 1.1935  C1 1.102
8 H -0.4678 0.9944 1.6970  C2 1.090
9 H 0.4886 -1.1621 -0.3354  C3 1.085
10 H 1.7670 0.4583 1.3771  O4 0.967
11 O 1.0313 0.1954 -2.3264  H12 0.959, H13 0.963
12 H 0.6648 -0.6377 -2.6297  O11 0.959
13 H 0.6102 0.8389 -2.9052  O11 0.963



> What is the highest occupied orbital energy in the second record?

-0.3421 hartree



> Which of these has the lowest LUMO energy?

C6H10NO



What did the fourth record say?
This record from OMol25 describes a cluster of 2 separate species, C3H8O2 in total. The level of theory is ωB97M-V/def2-TZVPD.

## Properties
- molar mass (g mol⁻¹) = 76.1
- relative energy (zero: lowest compared OMol25 entry of this formula, charge and spin) (eV) = 1.7667
- electronic energy (Eh) = -269.529963
- SMILES = C/C=C/O.O
- LUMO energy (eV) = 0.799
- highest occupied orbital energy (hartree) = -0.3144
- frontier orbital gap (eV) = 9.35

Each atom is followed by the atoms it is bonded to, with distances in Å.
Atoms and positions in Å:
1 C -2.1722 0.2361 0.5974  C2 1.492, H5 1.092, H6 1.091, H7 1.102
2 C -0.7111 0.2986 0.8945  C1 1.492, C3 1.319, H8 1.090
3 C 0.2921 -0.4232 0.4349  C2 1.319, O4 1.390, H9 1.085
4 O 1.5264 -0.4278 1.0751  C3 1.390, H10 0.967
5 H -2.7156 1.1769 0.7073  C1 1.092
6 H -2.3743 -0.1575 -0.3996  C1 1.091
7 H -2.7564 -0.4841 1.1935  C1 1.102
8 H -0.4678 0.9944 1.6970  C2 1.090
9 H 0.4886 -1.1621 -0.3354  C3 1.085
10 H 1.7670 0.4583 1.3771  O4 0.967
11 O 1.0313 0.1954 -2.3264  H12 0.959, H13 0.963
12 H 0.6648 -0.6377 -2.6297  O11 0.959
13 H 0.6102 0.8389 -2.9052  O11 0.963



> Which formula does entry 1 have?

C21H42O20S2